Record 1
Formula: C13H29Cl2N2OsPS
Source: OMol25
Level of theory: ωB97M-V with the def2-TZVPD basis set

Geometry (Å):
Os -1.664957 0.410430 0.693653
Cl -1.302252 -1.673084 -0.137866
Cl 0.189580 1.661342 0.340108
H -2.434713 -0.219309 1.875293
H -2.802925 0.364198 -0.397830
P 1.680166 -0.729332 -0.477612
C 1.472670 -1.172887 -2.292893
C 3.470788 -0.114130 -0.480312
C 1.859952 -2.449937 0.251632
C 0.695845 -0.058021 -3.002249
H 0.806270 -2.047560 -2.218994
C 2.721153 -1.573107 -3.079883
H 3.369408 -0.717701 -3.301608
H 2.385003 -1.967275 -4.045164
H 3.300756 -2.365965 -2.602972
H -0.225481 0.196560 -2.459827
H 0.431609 -0.407239 -4.010669
H 1.302049 0.850306 -3.118722
H 0.968602 -2.936000 -0.174307
C 1.655689 -2.372321 1.768132
C 3.079971 -3.289954 -0.143708
H 2.940935 -3.764382 -1.124601
H 3.182272 -4.103029 0.584655
H 4.020099 -2.728226 -0.131129
H 0.705216 -1.879465 2.007289
H 2.473608 -1.837917 2.263312
H 1.632629 -3.393566 2.169317
C 3.595385 1.257931 -1.156051
H 4.043711 -0.847791 -1.066745
C 4.040274 -0.040543 0.938177
H 3.414019 1.230007 -2.238921
H 4.620781 1.620731 -0.999443
H 2.912609 1.984415 -0.696516
H 3.363496 0.512381 1.604964
H 4.988696 0.511963 0.896666
H 4.254782 -1.026609 1.367677
C -5.012811 4.329590 1.620295
N -5.409938 2.930618 1.665377
C -6.708491 2.481591 1.903384
C -6.656157 1.122395 1.937755
N -5.308379 0.767631 1.751357
C -4.553504 1.883331 1.601920
S -2.840132 2.135371 1.453869
H -4.682348 4.665981 2.614447
H -4.210050 4.460016 0.886632
H -5.901368 4.901317 1.329927
H -7.505607 3.201168 2.046792
H -7.442053 0.403943 2.104438
H -4.916861 -0.167867 1.680953

Cartesian forces, eV/Å:
Os 0.86 -0.88 -0.61
Cl 0.10 -0.37 -0.06
Cl 0.38 1.20 0.14
H -0.77 -1.44 2.32
H -1.48 0.29 -1.98
P 1.57 -0.71 -0.42
C -0.12 0.07 0.49
C -0.35 -0.38 -0.20
C -0.12 0.17 -0.33
C -0.03 -0.18 -0.25
H 0.12 0.16 -0.15
C -0.30 -0.09 -0.36
H -0.06 -0.15 0.16
H 0.11 0.02 -0.06
H -0.01 0.24 -0.02
H 0.26 -0.04 -0.17
H -0.06 0.19 0.12
H -0.14 -0.15 0.11
H 0.24 0.00 0.23
C 0.04 -0.23 -0.04
C -0.13 -0.26 0.22
H 0.15 0.23 0.24
H 0.09 -0.01 -0.10
H -0.15 -0.11 -0.07
H 0.24 -0.06 0.00
H -0.20 -0.06 -0.04
H -0.04 0.15 0.09
C 0.07 -0.01 0.09
H 0.07 0.28 0.20
C 0.14 0.14 -0.06
H -0.07 -0.01 0.31
H -0.17 0.04 -0.13
H 0.10 -0.11 -0.15
H 0.13 -0.17 -0.07
H -0.10 -0.10 0.14
H -0.16 0.23 -0.07
C -0.21 0.23 0.11
N 0.02 -0.32 0.26
C 0.64 -0.48 -0.06
C 0.56 0.50 0.00
N -0.22 0.41 -0.16
C 0.06 -0.15 0.00
S -1.34 2.17 0.63
H 0.02 -0.12 -0.37
H -0.23 -0.01 0.22
H 0.32 -0.04 0.00
H 0.08 -0.38 -0.10
H 0.19 -0.01 -0.09
H -0.10 0.30 0.05

Properties
Spin multiplicity: 5
Strongest force on any atom, eV Å⁻¹: 2.832
Expectation value of S²: 6.02
Kohn-Sham gap (alpha / beta), hartree: 0.2009 / 0.2055
Total charge: 0
Total energy, eV: -64565.003
Highest occupied orbital energy (alpha / beta), eV: -5.36 / -6.76


Record 2
Formula: C13H29IN3O6P2S2Si
Source: OMol25
Level of theory: ωB97M-V with the def2-TZVPD basis set

Geometry (Å):
C -0.584952 -4.382480 1.065868
C -1.818307 -3.526172 0.900050
O -2.642231 -3.543956 1.729804
N -1.898354 -2.788612 -0.328052
C -2.557543 -3.691980 -1.307847
C -2.534009 -1.487337 -0.193901
I -4.820802 -1.668858 -0.208816
C -2.278582 -0.688602 1.121649
C -0.958458 0.040197 0.867845
S 0.422007 -1.115437 0.975472
C -0.652111 1.216169 1.774742
C 0.793888 1.646097 1.771956
O 1.252226 1.805797 0.419651
Si 2.919008 1.653164 0.205879
C 3.296581 1.601891 -1.650941
C 3.762394 3.062180 1.040734
C 3.697681 0.073635 0.895837
N -1.252524 0.620718 -0.506465
C -1.943765 -0.492125 -1.228474
P -3.136771 0.395102 -2.411666
S -2.483029 2.182093 -2.928280
P -0.581710 -1.217562 -2.401458
N 0.114137 0.029441 -3.316308
O -1.429120 -2.053773 -3.537453
H 0.100899 -4.308667 0.233252
H -0.128132 -4.182882 2.020137
H -0.952043 -5.401838 1.120969
H -1.789139 -4.348443 -1.705864
H -3.276144 -4.335659 -0.815892
H -2.984728 -3.167233 -2.141660
H -2.096469 -1.241158 2.028565
H -3.118715 -0.012973 1.211378
H 0.319868 -1.884744 -0.124933
H -1.238898 2.097395 1.523995
H -0.921108 0.954212 2.789956
H 1.410992 1.002463 2.392924
H 0.814571 2.625577 2.258287
H 4.353761 1.816297 -1.726521
H 3.066028 0.609586 -2.025240
H 2.772848 2.370925 -2.208670
H 3.529932 3.004458 2.101637
H 3.503685 4.023636 0.618968
H 4.837538 2.938277 0.914749
H 3.600778 0.044330 1.975544
H 3.348735 -0.835907 0.427914
H 4.761644 0.160173 0.690187
H -1.914493 1.370085 -0.286841
H -0.321142 0.910832 -0.836175
H -3.205864 -0.397563 -3.570662
H -4.446055 0.543350 -1.925171
H 0.657273 0.691855 -2.775105
H -0.513369 0.493802 -3.968508
H -0.823375 -2.302878 -4.249243
C 1.463989 4.805311 3.302263
O 0.663927 5.407377 2.539525
O 2.709534 5.104574 3.435234
O 1.128018 3.775839 4.025177

Cartesian forces, eV/Å:
C -0.50 -0.42 -0.66
C 2.58 -0.62 -1.13
O -2.25 0.49 1.88
N -1.22 0.62 -0.10
C 1.11 -0.64 0.18
C 1.07 0.51 0.67
I -0.68 -0.15 -0.15
C 1.08 -0.44 -0.65
C -1.08 0.08 0.05
S 0.90 -0.04 0.24
C 0.39 -0.15 0.40
C -0.27 1.39 0.17
O 0.28 -1.01 -0.41
Si 0.40 0.36 -0.24
C -0.68 0.15 0.86
C 0.12 -0.63 -0.37
C -0.23 0.57 -0.15
N 0.60 -1.75 1.24
C -1.32 0.17 -2.35
P -0.14 1.43 -0.51
S 0.12 -0.23 0.24
P 2.00 -0.80 0.90
N -1.13 -0.52 -0.06
O -0.29 0.72 -0.09
H 0.29 0.13 -0.02
H 0.26 0.30 0.21
H 0.02 -0.34 -0.01
H 0.20 -0.11 -0.18
H -0.56 0.11 0.03
H -0.23 0.30 -0.05
H -0.71 -0.42 0.15
H -0.06 0.44 0.37
H -0.49 0.26 0.06
H -0.38 0.00 -0.21
H -0.07 -0.02 0.34
H 0.25 -0.32 -0.22
H 0.15 0.08 0.39
H 0.37 -0.15 -0.18
H 0.10 -0.16 -0.36
H -0.18 0.08 -0.18
H -0.06 0.57 0.24
H -0.30 0.32 0.27
H 0.22 -0.06 0.08
H -0.13 -0.25 0.21
H -0.18 -0.30 0.04
H 0.24 0.07 -0.08
H 0.50 0.68 -0.67
H -0.28 0.78 -0.32
H -0.24 -0.46 0.52
H 0.13 -0.51 -0.04
H 0.26 0.01 -0.20
H 0.11 0.42 0.15
H -0.05 -0.05 0.05
C 1.41 -0.77 1.03
O -0.37 0.01 -0.35
O -0.05 0.69 -0.62
O -1.05 -0.40 -0.38

Properties
Spin multiplicity: 1
Strongest force on any atom, eV Å⁻¹: 2.974
Kohn-Sham gap, hartree: 0.0588
Total charge: -1
Total energy, eV: -86931.184
Highest occupied orbital energy, eV: -1.11


Record 3
Formula: C13H29N3O9S
Source: OMol25
Level of theory: ωB97M-V with the def2-TZVPD basis set

Geometry (Å):
C -4.976474 0.394457 0.080293
C -4.726304 -1.027925 0.508302
C -5.579093 -2.117321 -0.086770
C -3.803077 -1.342335 1.411728
C -2.442326 -0.693464 1.312393
C -1.448298 -1.126491 2.398045
C -0.021702 -1.449511 1.903363
C -0.004166 -2.493439 0.753899
C 0.841544 -0.217595 1.615431
C 0.315071 0.735883 0.558304
O 0.048082 0.113479 -0.718619
S 1.133673 0.559044 -1.843574
O 2.423282 0.029420 -1.513318
O 0.628845 -0.372885 -3.073883
H -6.035651 0.559128 -0.095108
H -4.381348 0.694189 -0.787300
H -4.680489 1.063095 0.885596
H -4.949391 -2.784101 -0.668785
H -6.062715 -2.704309 0.698279
H -6.329110 -1.724647 -0.773084
H -4.065358 -2.021041 2.217281
H -2.052176 -0.800410 0.307810
H -2.589763 0.389654 1.434767
H -1.795106 -2.030512 2.901707
H -1.355954 -0.381727 3.189755
H 0.462549 -1.959946 2.738156
H 0.820308 -2.220769 0.099997
H 0.252871 -3.480700 1.131406
H -0.937975 -2.536434 0.204484
H 1.838233 -0.559596 1.323783
H 0.970982 0.365806 2.529221
H 1.025593 1.551205 0.395337
H -0.611714 1.172313 0.914649
H -0.174148 0.023743 -3.459539
C 5.221220 -0.193161 0.361863
N 5.756719 0.278851 1.669821
O 5.206197 1.232188 2.193438
O 6.704482 -0.324495 2.129653
H 4.384588 0.434526 0.078663
H 6.023115 -0.121814 -0.366934
H 4.904420 -1.223541 0.492688
C 0.709750 -0.704818 -6.725340
N -0.248546 0.437287 -6.705778
O -0.322062 1.093198 -5.679739
O -0.889295 0.635956 -7.715100
H 1.205801 -0.757299 -5.762020
H 0.137034 -1.606888 -6.919365
H 1.423043 -0.517106 -7.522246
C 3.186017 4.166537 3.270664
N 1.802197 3.700648 2.980915
O 1.237437 3.039191 3.830928
O 1.330363 4.012814 1.903628
H 3.471402 3.814781 4.254958
H 3.831713 3.745044 2.505245
H 3.185710 5.251843 3.230053

Cartesian forces, eV/Å:
C 1.18 0.00 -0.49
C -1.19 -0.06 -0.23
C -0.65 0.30 0.49
C 0.71 0.30 0.02
C -0.59 1.28 1.75
C 0.63 -0.35 -0.16
C -0.25 -0.47 0.05
C 0.64 0.46 0.43
C 0.12 -0.27 -0.44
C 0.16 0.32 0.44
O 0.08 -0.63 -0.43
S -0.51 1.25 -0.52
O 0.64 -0.66 0.36
O -0.41 -0.13 0.52
H -0.07 -0.13 -0.26
H -0.31 0.12 -0.28
H 0.05 0.07 0.06
H 0.09 -0.12 0.00
H -0.09 -0.16 -0.10
H -0.20 0.02 0.15
H 0.67 -1.10 -0.58
H 0.08 -0.30 -0.13
H 0.09 0.07 -0.15
H -0.23 -0.08 -0.11
H -0.17 0.16 0.00
H 0.11 0.20 0.17
H -0.17 -0.12 -0.44
H -0.30 -0.14 0.12
H 0.03 -0.04 -0.19
H 0.05 0.00 -0.04
H -0.09 0.10 0.05
H -0.02 0.10 0.17
H -0.18 0.12 -0.24
H 0.23 0.01 -0.03
C -0.19 0.14 -0.08
N -0.03 0.00 0.02
O 0.15 -0.13 -0.02
O -0.19 0.18 -0.04
H -0.01 -0.01 0.04
H 0.05 -0.10 0.07
H 0.10 -0.02 -0.02
C 0.12 -0.04 0.19
N 0.00 0.00 0.02
O -0.13 -0.10 -0.17
O 0.12 0.03 0.24
H -0.05 0.06 0.01
H -0.01 0.04 -0.11
H -0.09 -0.03 -0.07
C 0.14 -0.05 0.12
N -0.09 -0.05 0.07
O 0.05 0.10 -0.24
O 0.06 -0.12 0.19
H -0.08 -0.06 -0.01
H -0.01 0.06 -0.03
H -0.04 -0.02 -0.13

Properties
Spin multiplicity: 1
Strongest force on any atom, eV Å⁻¹: 2.242
Kohn-Sham gap, hartree: 0.2853
Total charge: 0
Total energy, eV: -47673.816
Highest occupied orbital energy, eV: -7.83


Record 4
Formula: C13H29NNbO4S3
Source: OMol25
Level of theory: ωB97M-V with the def2-TZVPD basis set

Geometry (Å):
C 0.353844 -0.795043 0.943804
C 0.761604 0.682892 0.961140
C 0.085998 1.557688 -0.104252
C -1.464752 1.441874 -0.202436
Nb -2.700273 1.725745 1.680451
N -4.501023 0.880045 0.837786
C -4.355311 -0.085209 0.154499
S -4.249481 -0.996783 -1.182419
H 0.769494 -1.254655 1.840041
H -0.721186 -0.945342 0.922300
H 0.806816 -1.339546 0.104489
H 0.651126 1.108985 1.959789
H 1.840650 0.710327 0.749972
H 0.498276 1.246170 -1.076831
H 0.428342 2.580132 0.052151
H -1.680383 0.510881 -0.740097
H -1.787214 2.263603 -0.865863
H -3.259969 3.422535 1.184159
H -3.578603 2.084144 3.267397
H -2.189233 0.141463 2.454084
H -1.292622 2.540187 2.462336
C 0.098711 3.465007 -4.852542
C 1.537071 3.878349 -5.198003
C 2.059616 4.734626 -4.037125
S 1.170309 4.181398 -2.573437
O 0.342911 5.265160 -2.110927
O 2.096113 3.508300 -1.702709
C 0.136755 2.983716 -3.405138
H -0.270105 2.686923 -5.519731
H -0.565344 4.328000 -4.941021
H 2.155469 2.984339 -5.304012
H 1.586589 4.423904 -6.140442
H 3.125799 4.601244 -3.872931
H 1.835497 5.790004 -4.181097
H -0.838831 2.953142 -2.925773
H 0.623936 2.013279 -3.321360
C 0.367240 -6.266095 3.132195
C 1.718958 -5.750785 2.621679
C 1.500749 -4.322172 2.108033
S 0.120292 -3.652393 3.047925
O -0.980066 -3.434872 2.152270
O 0.600614 -2.633396 3.943062
C -0.209507 -5.142886 3.987038
H 0.474505 -7.188121 3.703411
H -0.294958 -6.467691 2.287229
H 2.438106 -5.741572 3.443990
H 2.125721 -6.390680 1.838887
H 2.371168 -3.690722 2.265599
H 1.218782 -4.308993 1.057138
H -1.279664 -5.229802 4.158076
H 0.317465 -5.057307 4.937214

Cartesian forces, eV/Å:
C 0.53 0.18 0.06
C 0.33 -0.24 -0.56
C -0.22 -0.51 -0.21
C 1.39 0.57 0.71
Nb -1.25 -0.83 -2.34
N 0.71 -0.71 0.85
C -0.43 1.13 -1.75
S 0.01 -0.48 0.79
H -0.24 -0.07 0.10
H -0.03 -0.05 0.14
H -0.16 0.22 -0.17
H -0.36 -0.03 -0.03
H -0.03 0.12 0.11
H 0.18 0.06 0.05
H -0.26 0.09 0.01
H -0.38 -0.05 0.23
H -0.28 -0.04 0.13
H 0.04 0.27 0.79
H 0.56 0.20 0.24
H 0.03 0.26 0.82
H -0.19 -0.02 -0.06
C 0.08 0.09 0.02
C -0.04 -0.01 0.00
C 0.05 -0.03 -0.46
S 0.07 -0.18 0.02
O 0.10 0.02 0.08
O 0.07 0.23 0.09
C -0.17 -0.06 -0.32
H -0.01 0.00 0.01
H -0.02 -0.02 0.02
H -0.01 -0.01 0.03
H 0.01 -0.01 0.00
H -0.03 0.04 0.15
H -0.06 0.00 0.09
H 0.07 0.01 0.15
H 0.01 0.01 0.08
C 0.02 0.03 -0.05
C -0.03 0.01 0.02
C 0.29 -0.27 -0.10
S 0.03 -0.04 0.16
O -0.05 0.00 0.06
O -0.11 0.00 -0.03
C 0.02 -0.35 0.05
H -0.01 0.00 -0.01
H -0.02 0.01 0.02
H -0.02 0.01 0.01
H 0.01 0.01 0.00
H -0.09 0.13 -0.02
H -0.09 0.09 0.03
H -0.02 0.15 -0.02
H 0.00 0.06 0.00

Properties
Spin multiplicity: 1
Strongest force on any atom, eV Å⁻¹: 2.779
Kohn-Sham gap, hartree: 0.2505
Total charge: -1
Total energy, eV: -57682.422
Highest occupied orbital energy, eV: -4.55